ORCA calculation (the ωB97M-V functional and the def2-TZVPD basis) on a 9-piece molecular cluster, C21H37BN9O2 overall.

Values from the calculation:
**Gap between HOMO and LUMO**: 7.35 eV
**Charge**: -1
**Calculated total energy**: -40555.758 eV
**E_LUMO**: 2.1 eV
**Maximum force**: 2.678 eV/Å

Element x y z (Å)
C -4.44 -5.49 1.62
C -3.81 -4.15 1.06
C -2.57 -4.35 0.09
C -2.16 -2.99 -0.64
C -2.44 -1.67 0.24
B -0.60 -2.91 -1.15
O -0.52 -3.16 -2.65
N -0.54 -1.96 -3.26
O -0.46 -2.12 -4.46
H -4.92 -6.14 0.83
H -5.31 -5.18 2.31
H -3.74 -6.08 2.29
H -4.56 -3.48 0.53
H -3.43 -3.56 1.96
H -1.65 -4.75 0.62
H -2.87 -5.07 -0.74
H -2.86 -2.89 -1.54
H -1.80 -1.62 1.17
H -2.13 -0.78 -0.40
H -3.55 -1.50 0.45
H -0.26 -1.76 -1.00
H 0.17 -3.60 -0.55
C 2.46 -5.71 1.32
C 1.79 -4.49 1.86
N 1.27 -3.54 2.28
H 1.71 -6.48 1.12
H 2.98 -5.46 0.40
H 3.18 -6.09 2.05
C 0.46 0.88 -5.64
C 0.58 2.29 -5.17
N 0.67 3.39 -4.81
H -0.13 0.30 -4.93
H -0.03 0.86 -6.62
H 1.45 0.44 -5.73
C 0.50 1.07 1.84
C -0.63 0.84 2.79
N -1.51 0.66 3.53
H 1.13 1.88 2.20
H 1.11 0.16 1.76
H 0.12 1.32 0.85
C 3.57 4.40 -5.37
C 5.03 4.10 -5.47
N 6.16 3.86 -5.54
H 3.27 4.44 -4.32
H 3.36 5.36 -5.84
H 3.00 3.63 -5.88
C -2.33 4.30 -2.15
C -1.54 3.34 -1.32
N -0.92 2.60 -0.68
H -3.33 4.41 -1.72
H -1.84 5.27 -2.16
H -2.41 3.93 -3.17
C 2.80 -2.01 5.09
C 4.25 -1.83 4.81
N 5.39 -1.69 4.60
H 2.30 -2.45 4.22
H 2.66 -2.67 5.94
H 2.34 -1.05 5.31
C 4.19 2.91 3.63
C 3.45 3.41 2.43
N 2.88 3.80 1.50
H 4.90 2.13 3.33
H 4.73 3.73 4.10
H 3.49 2.48 4.34
C -2.72 5.90 1.79
C -3.45 6.40 0.59
N -4.03 6.79 -0.35
H -2.00 5.13 1.50
H -2.18 6.72 2.26
H -3.42 5.48 2.51

=====

ORCA calculation (the ωB97M-V functional and the def2-TZVPD basis) on C21H37LuNO3 as an isolated structure.

Values from the calculation:
**Gap between HOMO and LUMO**: 1.86 eV
**Charge**: +3
**Calculated total energy**: -63594.161 eV
**E_LUMO**: -13.7 eV
**Maximum force**: 2.440 eV/Å

Element x y z (Å)
C -5.30 1.12 1.20
C -4.09 1.03 0.22
C -4.21 2.24 -0.73
C -2.83 1.20 1.09
C -4.22 -0.35 -0.48
C -2.95 -0.90 -1.16
C -2.13 0.15 -1.98
C -3.46 -2.00 -2.25
C -2.05 -1.62 -0.30
C -2.33 -1.91 1.10
C -1.43 -2.57 1.86
C -0.18 -3.00 1.27
O 0.62 -3.61 2.08
C 1.98 -3.10 2.29
C 2.06 -1.70 2.94
O 3.12 -0.97 2.33
C 2.86 0.39 2.02
C 2.72 0.63 0.51
C 4.07 0.87 -0.18
O 4.54 2.18 -0.01
C 5.59 2.42 -1.00
C 5.09 3.23 -2.21
N 5.13 2.52 -3.50
C 0.13 -2.77 -0.12
C -0.79 -2.11 -0.86
H -5.26 2.03 1.79
H -5.28 0.27 1.89
H -6.22 1.09 0.62
H -4.57 3.08 -0.13
H -4.87 2.08 -1.58
H -3.21 2.56 -1.05
H -1.90 0.82 0.64
H -2.97 0.66 2.04
H -2.70 2.24 1.36
H -4.99 -0.25 -1.25
H -4.58 -1.10 0.22
H -1.64 -0.37 -2.81
H -1.32 0.58 -1.40
H -2.77 0.91 -2.44
H -4.01 -2.80 -1.77
H -2.59 -2.37 -2.78
H -4.09 -1.43 -2.94
H -3.26 -1.59 1.54
H -1.63 -2.78 2.90
H 2.57 -3.10 1.37
H 2.46 -3.82 2.95
H 1.11 -1.17 2.98
H 2.36 -1.86 3.98
H 2.01 0.81 2.57
H 3.73 0.98 2.36
H 2.07 1.47 0.29
H 2.28 -0.23 0.01
H 3.89 0.72 -1.24
H 4.82 0.06 0.10
H 6.07 1.50 -1.34
H 6.37 3.00 -0.51
H 4.05 3.48 -2.01
H 5.63 4.17 -2.29
H 4.18 2.28 -3.76
H 5.64 1.65 -3.45
H 1.05 -3.11 -0.56
H -0.55 -1.93 -1.90
Lu 6.19 0.08 1.46

=====

Number 1: HOMO level -0.19176 Ha. Number 2: HOMO level -0.57252 Ha.